1.
Computed, not measured: a single ClFHOPS2 molecule in a non-equilibrium geometry, with ωB97M-V/def2-TZVPD.

Output
Lowest unoccupied orbital energy (eV): -1.68
HOMO level (eV): -9.92
HOMO-LUMO gap (eV): 8.24
Energy above the lowest of the compared OMol25 structures with the same formula, charge and spin (kJ/mol): 0.0
Energy (Ha): -1773.701136
SMILES string: O[P@@](F)(=S)SCl

Structure (ORCA input):
```
! RIJCOSX wB97M-V def2-TZVPD def2/J DEFGRID3
* xyz 0 1
O -1.19 -0.46 -0.47
P -0.19 0.72 -0.09
F 0.19 1.05 -1.62
S -0.87 2.20 0.94
S 1.60 -0.31 0.73
Cl 2.08 -2.29 0.26
H -1.63 -0.90 0.26
*
```

2.
Computed, not measured: a single C5H8N2O molecule in a non-equilibrium geometry, with ωB97M-V/def2-TZVPD.

Output
Lowest unoccupied orbital energy (eV): 0.42
HOMO level (eV): -8.60
HOMO-LUMO gap (eV): 9.03
Energy above the lowest of the compared OMol25 structures with the same formula, charge and spin (kJ/mol): 199.5
Energy (Ha): -380.012204
SMILES string: C=N/C(O)=N\C(=C)C

Structure (ORCA input):
```
! RIJCOSX wB97M-V def2-TZVPD def2/J DEFGRID3
* xyz 0 1
C 0.35 1.49 1.45
N -0.51 0.53 1.46
C -1.37 0.51 0.39
O -2.51 1.15 0.64
N -1.15 -0.16 -0.69
C 0.08 -0.86 -0.69
C 0.15 -2.13 -0.27
C 1.19 -0.23 -1.49
H 1.09 1.57 2.26
H 0.39 2.26 0.66
H -2.50 1.40 1.57
H -0.68 -2.59 0.25
H 1.03 -2.75 -0.45
H 0.80 0.36 -2.32
H 1.86 -0.98 -1.93
H 1.79 0.43 -0.86
*
```

3.
Computed, not measured: a single C8H12N2O5 molecule in a non-equilibrium geometry, with ωB97M-V/def2-TZVPD.

Output
Lowest unoccupied orbital energy (eV): 0.55
HOMO level (eV): -7.89
HOMO-LUMO gap (eV): 8.44
Energy above the lowest of the compared OMol25 structures with the same formula, charge and spin (kJ/mol): 223.7
Energy (Ha): -797.648954
SMILES string: C/C(O)=N/C(=C\O)NC/C(=C/O)C(=O)O

Structure (ORCA input):
```
! RIJCOSX wB97M-V def2-TZVPD def2/J DEFGRID3
* xyz 0 1
C 1.44 1.17 3.64
C 1.59 0.14 2.53
O 2.16 -1.00 2.94
N 0.99 0.31 1.41
C 0.86 -0.51 0.32
C 1.32 -1.74 -0.04
O 2.43 -2.31 0.63
N -0.29 0.06 -0.41
C -1.29 -0.49 -1.28
C -2.48 0.20 -2.13
C -3.44 0.87 -1.47
O -4.52 1.52 -1.99
C -2.31 0.38 -3.61
O -3.17 0.93 -4.35
O -1.16 0.04 -4.09
H 1.41 0.67 4.50
H 2.19 2.03 3.65
H 0.53 1.59 3.32
H 2.54 -1.63 2.25
H 1.28 -2.11 -1.11
H 2.20 -3.23 0.55
H -0.07 1.00 -0.71
H -1.84 -1.16 -0.58
H -0.78 -1.31 -1.82
H -3.51 1.00 -0.37
H -4.48 1.66 -2.97
H -1.02 0.15 -5.02
*
```

4.
Computed, not measured: a 2-piece molecular cluster, C2H5N3S overall in a non-equilibrium geometry, with ωB97M-V/def2-TZVPD.

Output
Lowest unoccupied orbital energy (eV): 0.81
HOMO level (eV): -8.73
HOMO-LUMO gap (eV): 9.54
Energy above the lowest of the compared OMol25 structures with the same formula, charge and spin (kJ/mol): 315.8
Energy (Ha): -641.563744
SMILES string: [H]/N=N\C.N=C=S

Structure (ORCA input):
```
! RIJCOSX wB97M-V def2-TZVPD def2/J DEFGRID3
* xyz 0 1
H 2.35 -0.66 0.07
N 1.46 -0.60 0.70
N 0.85 0.40 0.52
C 1.19 1.33 -0.55
H 0.47 2.14 -0.78
H 2.09 1.68 -0.06
H 1.57 0.78 -1.45
N -2.84 -1.75 0.89
C -2.36 -0.99 0.08
S -2.06 0.24 -0.84
H -2.72 -2.59 1.42
*
```

5.
Computed, not measured: a single C3H6N2O2 molecule in a non-equilibrium geometry, with ωB97M-V/def2-TZVPD.

Output
Lowest unoccupied orbital energy (eV): 0.45
HOMO level (eV): -7.63
HOMO-LUMO gap (eV): 8.09
Energy above the lowest of the compared OMol25 structures with the same formula, charge and spin (kJ/mol): 443.2
Energy (Ha): -377.790525
SMILES string: [H]/N=C/O/C=C(\[NH3+])[O-]

Structure (ORCA input):
```
! RIJCOSX wB97M-V def2-TZVPD def2/J DEFGRID3
* xyz 0 1
H -0.96 -0.77 -2.62
N -0.71 -0.30 -1.76
C -1.14 -1.10 -0.89
O -1.02 -0.85 0.40
C -0.69 0.40 0.91
C 0.36 1.22 0.59
N 1.59 0.15 0.61
O 0.54 2.40 0.73
H -1.58 -2.07 -1.17
H -1.55 0.95 1.21
H 2.50 0.62 0.65
H 1.54 -0.45 -0.22
H 1.12 -0.20 1.54
*
```

6.
Computed, not measured: C29H35FN4O6Ti as an isolated structure in a non-equilibrium geometry, with ωB97M-V/def2-TZVPD.

Output
Lowest unoccupied orbital energy (alpha / beta) (eV): -5.93 / -5.97
HOMO level (alpha / beta) (eV): -9.74 / -10.48
HOMO-LUMO gap (alpha / beta) (eV): 3.80 / 4.50
Energy (Ha): -2745.347416

Structure (ORCA input):
```
! RIJCOSX wB97M-V def2-TZVPD def2/J DEFGRID3
* xyz 2 3
C 5.38 -6.38 -5.11
C 5.00 -7.65 -5.43
H 6.44 -6.13 -5.14
H 4.67 -5.60 -4.89
C 3.61 -8.05 -5.39
C 2.65 -7.25 -4.83
H 2.89 -6.30 -4.37
H 1.62 -7.60 -4.82
C 6.06 -8.65 -5.84
H 7.04 -8.15 -5.84
H 5.89 -9.07 -6.84
H 6.13 -9.50 -5.14
C 3.19 -9.39 -5.97
H 3.73 -10.23 -5.51
H 3.36 -9.45 -7.05
H 2.12 -9.53 -5.79
Ti 0.09 -0.62 -0.73
O 0.93 -2.03 -1.76
C 1.01 -2.23 -3.03
O -1.18 -0.55 -2.17
C -1.06 -0.99 -3.37
O -1.92 -0.69 -4.27
N -0.02 -1.73 -3.83
C -1.37 -1.12 -5.58
C -0.10 -1.85 -5.29
H -1.20 -0.22 -6.16
H -2.12 -1.76 -6.07
H 0.75 -1.34 -5.75
H -0.12 -2.90 -5.59
C 2.09 -2.85 -3.68
C 3.23 -3.23 -3.05
H 1.97 -2.97 -4.76
H 3.37 -3.10 -1.98
H 4.04 -3.65 -3.64
F -4.71 1.44 3.49
C -3.45 1.98 3.35
C -2.56 1.34 2.52
C -1.29 1.92 2.28
C -0.35 1.39 1.35
O -0.56 0.18 0.83
C 0.76 2.19 0.97
C 0.99 3.42 1.60
N 0.25 3.80 2.69
C 0.65 4.91 3.46
C 2.08 5.34 3.48
C 1.07 6.17 2.77
C -0.98 3.16 2.92
C -1.93 3.81 3.73
C -3.18 3.22 3.99
N -4.10 3.88 4.78
C -4.20 5.33 4.73
C -3.96 5.90 6.11
N -4.92 5.24 7.03
C -4.96 3.75 7.05
C -5.11 3.26 5.62
C 1.55 1.91 -0.27
O 2.36 2.68 -0.73
O 1.26 0.71 -0.89
H -2.82 0.41 2.02
H 1.78 4.08 1.27
H 0.12 5.05 4.40
H 2.44 5.76 4.42
H 2.81 4.78 2.89
H 1.07 6.18 1.67
H 0.78 7.10 3.26
H -1.71 4.79 4.16
H -5.21 5.62 4.39
H -3.48 5.72 4.01
H -2.96 5.68 6.49
H -4.14 6.98 6.16
H -4.78 5.57 7.98
H -5.85 5.53 6.72
H -5.79 3.44 7.68
H -4.02 3.42 7.50
H -6.11 3.54 5.24
H -5.02 2.17 5.57
*
```

7.
Computed, not measured: C31H28N8O5V as an isolated structure in a non-equilibrium geometry, with ωB97M-V/def2-TZVPD.

Output
Lowest unoccupied orbital energy (alpha / beta) (eV): -4.01 / -4.13
HOMO level (alpha / beta) (eV): -10.70 / -10.70
HOMO-LUMO gap (alpha / beta) (eV): 6.70 / 6.57
Energy above the lowest of the compared OMol25 structures with the same formula, charge and spin (kJ/mol): 69.3
Energy (Ha): -2956.349782

Structure (ORCA input):
```
! RIJCOSX wB97M-V def2-TZVPD def2/J DEFGRID3
* xyz 1 3
V -1.08 -0.96 -0.92
O 3.00 -0.93 -2.57
C 3.58 -1.59 -1.55
C 4.97 -1.68 -1.58
C 5.65 -2.34 -0.58
C 4.96 -2.93 0.49
C 3.59 -2.84 0.53
C 2.87 -2.17 -0.48
C 1.42 -2.08 -0.38
O 0.75 -1.40 -1.30
N 0.80 -2.65 0.63
N -0.52 -2.33 0.54
C -1.41 -2.83 1.31
C -2.78 -2.39 1.05
C -3.86 -2.80 1.81
C -5.12 -2.31 1.50
C -5.27 -1.43 0.44
C -4.15 -1.05 -0.27
N -2.93 -1.51 0.02
H 2.04 -0.94 -2.43
H 5.50 -1.23 -2.41
H 6.73 -2.41 -0.62
H 5.49 -3.45 1.27
H 3.03 -3.28 1.34
H -1.17 -3.55 2.08
H -3.71 -3.49 2.63
H -5.98 -2.62 2.08
H -6.24 -1.02 0.18
H -4.21 -0.36 -1.10
C -2.58 -2.32 -5.33
N -2.32 -1.05 -4.65
C -2.53 0.18 -5.25
C -2.31 1.34 -4.61
C -1.80 1.32 -3.25
O -1.59 2.33 -2.58
N -1.58 0.06 -2.70
C -1.87 -1.07 -3.36
O -1.73 -2.13 -2.71
H -2.88 -2.10 -6.35
H -3.39 -2.85 -4.82
H -1.69 -2.93 -5.32
H -2.89 0.13 -6.26
H -2.49 2.28 -5.09
C 4.29 0.69 1.53
C 3.17 1.45 2.18
C 3.24 2.83 2.34
C 2.21 3.54 2.92
C 1.08 2.88 3.40
N 0.06 3.64 4.01
C -1.30 3.46 3.99
O -2.02 3.92 4.85
N -1.86 2.74 2.94
C -1.31 2.48 1.67
C -0.56 3.42 0.95
C -0.04 3.07 -0.27
C -0.32 1.81 -0.82
N -0.93 0.89 -0.06
C -1.46 1.22 1.13
C 1.02 1.49 3.29
C 2.04 0.80 2.67
H 5.16 1.32 1.39
H 3.99 0.30 0.56
H 4.59 -0.17 2.14
H 4.11 3.36 1.98
H 2.26 4.62 3.01
H 0.33 4.27 4.75
H -2.86 2.68 3.04
H -0.37 4.39 1.37
H 0.57 3.76 -0.85
H 0.42 1.40 -1.50
H -1.97 0.44 1.67
H 0.16 0.96 3.70
H 1.98 -0.28 2.59
*
```

8.
Computed, not measured: a 2-piece molecular cluster, C22H26O5 overall in a non-equilibrium geometry, with ωB97M-V/def2-TZVPD.

Output
Lowest unoccupied orbital energy (eV): -1.67
HOMO level (eV): -6.75
HOMO-LUMO gap (eV): 5.08
Energy above the lowest of the compared OMol25 structures with the same formula, charge and spin (kJ/mol): 0.0
Energy (Ha): -1230.041288

Structure (ORCA input):
```
! RIJCOSX wB97M-V def2-TZVPD def2/J DEFGRID3
* xyz 0 1
C -5.08 -1.44 2.41
C -3.71 -1.99 2.10
O -2.84 -0.84 1.94
C -1.56 -1.18 1.63
C -0.76 0.04 1.57
C -1.41 1.34 1.68
C 0.68 -0.04 1.64
O 1.44 0.93 1.52
O 1.13 -1.29 1.81
C 2.53 -1.37 2.15
C 2.90 -2.82 2.05
O -1.22 -2.33 1.40
H -5.79 -2.27 2.54
H -5.07 -0.85 3.34
H -5.44 -0.81 1.60
H -3.34 -2.61 2.93
H -3.72 -2.58 1.17
H -0.65 2.11 1.53
H -2.18 1.44 0.91
H -1.88 1.48 2.67
H 3.13 -0.75 1.46
H 2.65 -1.00 3.18
H 3.95 -2.95 2.33
H 2.28 -3.42 2.71
H 2.76 -3.18 1.02
C 2.78 5.66 -1.91
O 1.38 5.35 -1.76
C 0.98 4.05 -1.81
C -0.41 3.83 -1.61
C -0.88 2.55 -1.50
C -0.03 1.41 -1.62
C -0.60 0.14 -1.32
C -0.05 -1.16 -1.54
C -0.96 -2.23 -1.77
C -0.51 -3.53 -1.95
C 0.87 -3.80 -1.96
C 1.78 -2.75 -1.75
C 1.33 -1.46 -1.49
C 1.31 1.66 -2.03
C 1.83 2.94 -2.02
H 2.80 6.75 -1.86
H 3.37 5.24 -1.09
H 3.17 5.32 -2.88
H -1.06 4.69 -1.50
H -1.94 2.38 -1.30
H -1.69 0.16 -1.17
H -2.03 -2.01 -1.78
H -1.23 -4.33 -2.09
H 1.23 -4.81 -2.13
H 2.85 -2.94 -1.78
H 2.04 -0.68 -1.21
H 1.95 0.84 -2.34
H 2.90 3.11 -2.18
*
```

9.
Computed, not measured: C2H6N4O2 as an isolated structure in a non-equilibrium geometry, with ωB97M-V/def2-TZVPD.

Output
Lowest unoccupied orbital energy (eV): -8.23
HOMO level (eV): -20.35
HOMO-LUMO gap (eV): 12.12
Energy above the lowest of the compared OMol25 structures with the same formula, charge and spin (kJ/mol): 50.4
Energy (Ha): -448.517817

Structure (ORCA input):
```
! RIJCOSX wB97M-V def2-TZVPD def2/J DEFGRID3
* xyz 2 1
C -0.83 -0.06 0.56
C 0.86 0.03 -0.60
N -0.38 -0.73 -0.67
N 0.42 0.60 0.64
N -1.25 -1.04 -1.74
N 1.21 1.11 1.77
O -1.75 -0.07 1.28
O 1.77 0.06 -1.34
H -0.99 -0.42 -2.63
H -2.34 -1.09 -1.54
H -0.93 -1.96 -2.05
H 0.56 1.15 2.54
H 1.72 2.09 1.69
H 1.94 0.34 2.10
*
```

10.
Computed, not measured: H2NO3PS3 as an isolated structure in a non-equilibrium geometry, with ωB97M-V/def2-TZVPD.

Output
Lowest unoccupied orbital energy (eV): -1.50
HOMO level (eV): -10.56
HOMO-LUMO gap (eV): 9.06
Energy above the lowest of the compared OMol25 structures with the same formula, charge and spin (kJ/mol): 0.0
Energy (Ha): -1817.580262

Structure (ORCA input):
```
! RIJCOSX wB97M-V def2-TZVPD def2/J DEFGRID3
* xyz 0 1
N 0.28 0.27 -1.29
O 1.54 -1.85 -0.99
O 1.35 -0.32 0.84
O -0.65 -1.45 0.18
P -0.63 1.36 -0.65
S -1.75 2.46 -1.77
S -0.50 1.85 1.44
S 0.81 -0.85 -0.33
H -0.63 -2.25 0.69
H 0.16 0.79 1.88
*
```

11.
Computed, not measured: C7H21BF3NO6Si2 as an isolated structure, with ωB97M-V/def2-TZVPD.

Output
Lowest unoccupied orbital energy (eV): -0.49
HOMO level (eV): -9.81
HOMO-LUMO gap (eV): 9.32
Energy above the lowest of the compared OMol25 structures with the same formula, charge and spin (kJ/mol): 0.0
Energy (Ha): -1688.978463

Structure (ORCA input):
```
! RIJCOSX wB97M-V def2-TZVPD def2/J DEFGRID3
* xyz 0 1
C 3.40 1.61 0.80
C 3.29 1.08 -0.63
B 1.87 0.71 -1.13
O 1.71 0.14 -2.41
Si 0.18 1.06 -0.08
O -0.92 1.82 -1.08
Si -1.61 3.24 -0.62
O -0.50 4.51 -0.70
N 0.42 4.76 0.37
O -0.09 4.80 1.41
C -0.62 -0.52 0.69
F -0.92 -1.49 -0.21
F -1.80 -0.16 1.28
F 0.15 -1.07 1.66
H 4.44 1.65 1.10
H 3.03 2.62 0.87
H 2.90 0.97 1.51
H 3.97 0.26 -0.80
H 3.63 1.88 -1.29
H 1.61 0.84 -3.05
H 0.49 1.94 1.07
H -2.64 3.57 -1.61
H -2.23 3.09 0.71
C 3.17 -4.27 -2.25
C 3.24 -3.33 -1.06
O 3.48 -1.98 -1.46
H 4.10 -4.23 -2.82
H 3.00 -5.30 -1.92
H 2.35 -3.98 -2.92
H 4.06 -3.61 -0.40
H 2.31 -3.37 -0.48
H 2.76 -1.71 -2.04
C -5.82 -1.25 1.47
C -5.38 0.03 2.15
O -4.44 -0.21 3.18
H -6.25 -1.94 2.19
H -6.56 -1.05 0.69
H -4.96 -1.75 1.00
H -6.23 0.52 2.62
H -4.96 0.73 1.41
H -3.67 -0.62 2.78
*
```

12.
Computed, not measured: C20H15Cl2N3OPdS as an isolated structure in a non-equilibrium geometry, with ωB97M-V/def2-TZVPD.

Output
Lowest unoccupied orbital energy (eV): -1.27
HOMO level (eV): -7.32
HOMO-LUMO gap (eV): 6.05
Energy above the lowest of the compared OMol25 structures with the same formula, charge and spin (kJ/mol): 34.3
Energy (Ha): -2457.115131

Structure (ORCA input):
```
! RIJCOSX wB97M-V def2-TZVPD def2/J DEFGRID3
* xyz 0 1
Pd -0.50 -0.57 -0.95
C -1.69 3.48 -0.87
C -1.58 1.99 -0.95
N -0.40 1.38 -1.02
N 0.80 1.93 -0.95
C 1.77 1.03 -0.93
O 1.51 -0.24 -0.97
C 3.17 1.44 -0.87
C 3.54 2.78 -0.85
C 4.88 3.13 -0.84
C 5.85 2.14 -0.85
C 5.49 0.80 -0.85
C 4.15 0.45 -0.85
C -2.71 1.14 -0.94
C -4.06 1.58 -0.88
C -5.08 0.67 -0.85
C -4.79 -0.70 -0.86
C -3.48 -1.09 -0.92
N -2.46 -0.23 -0.99
H -0.68 3.90 -0.85
H -2.22 3.78 0.03
H -2.22 3.87 -1.74
H 2.77 3.54 -0.85
H 5.16 4.17 -0.85
H 6.90 2.42 -0.86
H 6.25 0.03 -0.85
H 3.86 -0.59 -0.86
H -4.25 2.64 -0.85
H -6.11 1.00 -0.81
H -5.57 -1.44 -0.81
H -3.21 -2.14 -0.93
Cl -0.44 -0.49 1.77
C -0.43 -2.20 2.06
C -0.42 -2.59 3.39
C -0.42 -3.94 3.72
C -0.43 -4.89 2.72
C -0.42 -4.49 1.40
Cl -0.44 -5.70 0.17
C -0.42 -3.14 1.01
S -0.39 -2.82 -0.70
H -0.42 -1.84 4.16
H -0.42 -4.24 4.76
H -0.43 -5.94 2.96
*
```